No. 1
Below is C45H46BrClN2O2PRuTe as an isolated structure in a non-equilibrium geometry, with properties calculated with wB97M-V/def2-TZVPD.

Properties
Multiplicity   2
Net charge   +2
Frontier orbital gap (spin up / spin down)   5.8 / 5.5 eV
Electronic energy   -5740.3088 hartree
ΔE to the lowest compared entry with this formula, charge and spin   64.3 kcal/mol
HOMO level (spin up / spin down)   -12.5 / -12.5 eV
Molar mass   1021.88 g/mol

Positions of all 100 atoms, in Å:
Ru: -0.53008 -0.11649 -0.37828
Cl: 1.82152 -0.01949 1.40842
C: 1.35462 0.74871 2.88432
C: 2.09492 0.55591 4.03432
C: 1.70232 1.21331 5.19072
C: 0.59322 2.04581 5.18152
C: -0.13898 2.23041 4.02312
C: 0.24172 1.58601 2.85032
P: -0.65018 1.79761 1.28342
C: 0.28632 3.10911 0.44772
C: -0.22088 3.49971 -0.79368
C: 0.47432 4.38721 -1.59138
C: 1.66742 4.92401 -1.12588
C: 2.16822 4.55831 0.11412
C: 1.49452 3.63421 0.89842
C: -2.21148 2.55291 1.80112
C: -2.53278 3.88831 1.58502
C: -3.73968 4.37661 2.05292
C: -4.62828 3.54211 2.71122
C: -4.31128 2.20671 2.91412
C: -3.10438 1.71131 2.46412
H: 2.96402 -0.08389 4.02282
H: 2.27572 1.07641 6.09372
H: 0.29802 2.56471 6.07962
H: -0.99438 2.88841 4.01702
H: -1.18218 3.10711 -1.10478
H: 0.08642 4.67021 -2.55998
H: 2.19042 5.65081 -1.72488
H: 3.09802 4.97941 0.46362
H: 1.89882 3.34021 1.85632
H: -1.83778 4.54031 1.07522
H: -3.97808 5.41821 1.90562
H: -5.56338 3.93821 3.07372
H: -5.00508 1.55981 3.42632
H: -2.83478 0.67481 2.62632
Br: -1.31618 0.88371 -2.97338
C: -3.12198 1.29211 -2.38018
C: -3.88758 2.13011 -3.14518
C: -5.19828 2.40861 -2.74148
C: -5.72638 1.79221 -1.63698
C: -4.96158 0.87961 -0.88288
C: -5.52898 0.12931 0.16822
C: -4.77518 -0.76559 0.88242
C: -3.40648 -0.90339 0.61212
C: -2.79958 -0.19349 -0.40598
C: -3.58818 0.65881 -1.21398
H: -3.48978 2.56871 -4.04668
H: -5.79128 3.07921 -3.34048
H: -6.74338 1.99451 -1.33238
H: -6.58278 0.24541 0.37602
H: -5.22908 -1.35389 1.66732
H: -2.82488 -1.59209 1.21162
C: -1.69288 -2.67849 -2.45788
N: -0.62158 -2.48359 -3.40768
C: -0.90618 -2.90269 -4.75798
C: 0.54782 -1.98889 -3.05768
O: 0.86792 -1.58989 -1.92528
H: -1.85808 -3.74359 -2.28798
H: -2.61008 -2.23259 -2.84368
H: -1.43618 -2.19939 -1.49818
H: -1.06278 -3.98179 -4.79398
H: -0.09118 -2.64359 -5.42828
H: -1.81468 -2.41339 -5.10698
H: 1.27762 -1.93249 -3.87458
O: -0.56868 -1.92249 1.19902
C: -0.00918 -2.99209 1.47792
C: -0.41648 -3.77359 2.70182
C: 0.72872 -3.98829 3.71822
C: 2.10252 -3.54869 3.21322
C: 2.67422 -4.45969 2.12592
C: 1.67442 -4.69939 0.98802
N: 0.92842 -3.49939 0.68482
H: -0.80288 -4.73529 2.35582
H: -1.24158 -3.23929 3.17602
H: 0.77262 -5.03959 4.00242
H: 0.50432 -3.41909 4.62112
H: 2.79532 -3.52689 4.05442
H: 2.03282 -2.52749 2.83122
H: 2.95412 -5.42289 2.54932
H: 3.57622 -3.99379 1.72822
H: 0.96512 -5.48269 1.26052
H: 2.19362 -5.02609 0.08752
H: 1.20312 -2.93229 -0.11278
C: 3.68922 -0.48419 -0.97888
Te: 2.17652 1.01241 -1.34538
C: 2.90862 0.90001 -3.37098
C: 4.19452 0.12401 -3.34838
C: 5.02032 0.06951 -4.46538
C: 6.21792 -0.62049 -4.41318
C: 6.59742 -1.27609 -3.25138
C: 5.77562 -1.23979 -2.14008
C: 4.57642 -0.53839 -2.18318
H: 3.20572 -1.45139 -0.81108
H: 4.26082 -0.21959 -0.08618
H: 3.06842 1.90891 -3.75168
H: 2.16312 0.42461 -4.01458
H: 4.73082 0.58251 -5.36988
H: 6.86392 -0.63579 -5.27578
H: 7.53642 -1.80379 -3.20898
H: 6.07192 -1.74419 -1.23208

These are the Mulliken partial charges, in e, on atoms 1 to 2: 1.089, 0.282

---

No. 2
Below is C45H46N10O3RuSSe as an isolated structure, with properties calculated with wB97M-V/def2-TZVPD.

Properties
Multiplicity   2
Net charge   +3
Frontier orbital gap (spin up / spin down)   6.2 / 5.6 eV
Electronic energy   -5409.3450 hartree
ΔE to the lowest compared entry with this formula, charge and spin   78.3 kcal/mol
HOMO level (spin up / spin down)   -14.7 / -14.7 eV
Molar mass   987.03 g/mol

Positions of all 107 atoms, in Å:
Ru: 0.99837 0.15642 -0.82775
C: -0.40458 3.06341 3.06155
O: -1.49097 2.47168 2.25209
C: -0.93224 1.78401 1.30440
N: 0.31520 1.43404 1.59023
C: 0.71572 2.04135 2.87719
C: 2.15588 2.42424 2.62343
C: 3.09255 1.21487 2.41701
C: 4.48986 1.40468 2.81205
C: 4.95693 2.60010 3.19871
C: 4.06854 3.73167 3.40033
C: 2.74665 3.63131 3.20833
C: -1.72039 1.19235 0.22500
C: -3.09177 1.40414 0.15012
C: -3.82297 0.70103 -0.79044
C: -3.16819 -0.21272 -1.60674
C: -1.79766 -0.34195 -1.48733
N: -1.06670 0.36738 -0.60535
C: -0.99464 -1.34100 -2.21123
N: 0.28618 -1.33449 -2.12586
C: 0.79226 -2.56665 -2.76164
C: -0.51517 -3.25705 -3.23164
O: -1.58067 -2.31070 -2.87190
C: 1.62231 -3.40551 -1.82009
C: 2.50487 -4.33744 -2.35732
C: 3.22571 -5.18272 -1.52520
C: 3.08422 -5.08908 -0.14661
C: 2.21178 -4.15520 0.39544
C: 1.47691 -3.32367 -0.43961
H: -0.77684 3.11263 4.07880
H: -0.21244 4.05585 2.65402
H: 0.63934 1.29043 3.66660
H: 2.67303 0.22320 2.56182
H: 5.12531 0.52893 2.84369
H: 5.99497 2.70858 3.48355
H: 4.48193 4.64160 3.81382
H: 2.08912 4.43762 3.51147
H: -3.56580 2.09526 0.83240
H: -4.89260 0.83969 -0.86707
H: -3.70497 -0.82910 -2.31536
H: 1.39998 -2.28385 -3.62214
H: -0.72010 -4.17938 -2.69324
H: -0.57182 -3.42257 -4.30353
H: 2.62274 -4.41701 -3.43268
H: 3.89360 -5.91825 -1.95369
H: 3.63958 -5.75322 0.50206
H: 2.08419 -4.09366 1.46828
H: 0.75808 -2.63614 0.00007
N: 3.00365 -0.26427 -1.04460
C: 4.10790 -0.61402 -1.05697
N: 5.33936 -1.01085 -1.06777
C: 5.68575 -2.44849 -1.09818
C: 6.58590 -2.74832 0.08875
O: 7.69985 -1.88197 0.10162
C: 7.31940 -0.53215 0.25203
C: 6.48179 -0.08341 -0.93310
H: 6.21140 -2.64961 -2.03364
H: 4.76753 -3.03413 -1.06430
H: 6.97280 -3.76324 0.01864
H: 6.01704 -2.65202 1.02392
H: 8.23278 0.05598 0.31637
H: 6.74840 -0.40200 1.18170
H: 7.06964 -0.14483 -1.85071
H: 6.11031 0.93319 -0.81365
C: 3.30948 2.77787 0.25641
C: 2.50532 1.95927 1.22406
N: 1.34152 1.31036 0.65422
H: 4.36173 2.78152 0.53860
H: 2.95596 3.80940 0.24434
H: 3.21794 2.36719 -0.74807
C: -1.30752 1.28175 -4.90888
N: -0.02959 0.58793 -5.01906
C: 1.01894 0.69018 -4.19601
Se: 1.15530 1.79229 -2.66011
N: 2.01147 -0.06473 -4.68709
C: 1.60433 -0.69237 -5.86009
C: 2.25139 -1.55717 -6.73552
C: 1.52046 -1.97795 -7.82857
C: 0.19864 -1.55341 -8.04434
C: -0.44004 -0.69238 -7.17467
C: 0.29558 -0.27405 -6.07084
H: -1.34400 1.80141 -3.95522
H: -2.11480 0.55462 -4.98271
H: -1.39951 2.00463 -5.71777
H: 2.93165 -0.07598 -4.27577
H: 3.27474 -1.87253 -6.58371
H: 1.97916 -2.64358 -8.54660
H: -0.32661 -1.90458 -8.92161
H: -1.45275 -0.35847 -7.35356
N: 0.89772 6.15729 -0.28688
C: -0.30973 5.62754 -0.09679
S: -0.61836 4.00359 -0.55339
N: -1.27135 6.37779 0.44471
C: -1.21803 7.76822 0.79474
C: -0.76044 8.72191 -0.10563
C: -0.74827 10.05844 0.26973
C: -1.21140 10.44111 1.51943
C: -1.69694 9.48404 2.39974
C: -1.69676 8.14533 2.04190
H: 1.59580 5.60299 -0.74894
H: 1.10466 7.11231 -0.03596
H: -2.13731 5.89235 0.61851
H: -0.46289 8.44200 -1.10832
H: -0.39665 10.80354 -0.43076
H: -1.20792 11.48467 1.80169
H: -2.07499 9.77951 3.36880
H: -2.06963 7.39596 2.73010

These are the Mulliken partial charges, in e, on atoms 1 to 2: 0.339, -0.541